(1)
Computed, not measured: a structure of composition C4H7NS at a distorted geometry, with the ωB97M-V functional and the def2-TZVPD basis.

Cartesian coordinates (Å):
C (-0.841, 2.161, -0.131)
C (-0.033, 0.887, 0.454)
C (-1.033, -0.211, 0.914)
C (-0.164, -1.562, 0.776)
H (-0.847, 2.822, 0.891)
H (-2.028, 1.712, -0.297)
H (-0.244, 2.432, -1.346)
H (0.853, 1.346, 1.078)
H (-1.370, -0.484, 1.977)
H (-1.851, -0.347, 0.152)
H (-0.161, -2.373, 1.521)
N (0.671, -1.584, -0.123)
S (0.836, -0.104, -0.949)

Computed properties:
Total energy in Eh: -609.415182
Spin multiplicity: 1

---

(2)
Computed, not measured: the molecule C4H6ClNO2S at a distorted geometry, with the ωB97M-V functional and the def2-TZVPD basis.

Cartesian coordinates (Å):
C (0.748, 1.303, -0.820)
C (-0.208, 0.904, 1.488)
C (-1.101, -0.784, -1.185)
C (0.782, 0.625, 0.439)
N (0.596, 1.750, -1.850)
O (1.414, -1.772, -1.012)
O (-0.022, -1.985, 0.982)
S (0.351, -1.234, -0.192)
Cl (2.727, 0.355, 0.843)
H (-1.192, 0.759, 1.104)
H (-0.141, 1.955, 1.961)
H (-0.115, 0.225, 2.331)
H (-0.677, -0.379, -2.143)
H (-1.715, -1.697, -1.407)
H (-1.448, -0.024, -0.540)

Computed properties:
Total energy in Eh: -1219.547072
Spin multiplicity: 1
SMILES string: C[C@](Cl)(C#N)S(C)(=O)=O

---

(3)
Computed, not measured: the ion C5H14N2S with charge -1 at a distorted geometry, with the ωB97M-V functional and the def2-TZVPD basis.

Cartesian coordinates (Å):
C (-0.914, -1.292, 0.069)
N (0.022, -0.738, -0.932)
C (1.336, -0.276, -0.487)
C (1.359, 1.153, -0.011)
S (3.245, 1.485, 0.432)
C (-2.367, -0.930, -0.157)
N (-2.535, 0.507, -0.362)
C (-3.310, -1.526, 0.931)
H (-0.547, -0.776, 0.982)
H (-0.716, -2.345, 0.209)
H (-0.469, -0.014, -1.446)
H (1.933, -0.293, -1.428)
H (1.683, -1.031, 0.244)
H (0.891, 1.908, -0.681)
H (0.808, 1.496, 0.886)
H (3.526, 1.590, -0.888)
H (-2.644, -1.450, -1.084)
H (-2.368, 1.005, 0.511)
H (-3.469, 0.758, -0.666)
H (-2.846, -1.759, 1.906)
H (-3.383, -2.609, 0.695)
H (-4.206, -0.934, 0.948)

Computed properties:
Total energy in Eh: -706.508744
Total charge: -1
Spin multiplicity: 2
<S²>: 0.751

---

(4)
Computed, not measured: a cluster of 5 separate species, C7H14O2 in total at a distorted geometry, with the ωB97M-V functional and the def2-TZVPD basis.

Cartesian coordinates (Å):
C (-0.852, -0.517, -1.707)
C (-0.493, 0.797, -1.705)
C (-2.012, -1.044, -2.507)
C (-1.810, -0.577, 0.683)
O (-2.791, -0.783, 1.224)
H (-0.062, -1.245, -1.554)
H (-1.111, 1.033, 0.635)
H (-2.485, -1.889, -2.005)
H (-1.110, 1.525, -2.216)
H (0.526, 1.086, -1.489)
H (-0.957, 1.557, -0.033)
H (-2.754, -0.266, -2.688)
H (-1.670, -1.399, -3.482)
C (1.690, 1.174, 2.490)
C (1.730, -0.989, 1.132)
C (1.970, 0.501, 1.166)
O (2.371, 1.112, 0.204)
H (2.124, -1.414, 0.212)
H (0.691, 0.910, 2.839)
H (2.403, 0.822, 3.238)
H (1.777, 2.253, 2.390)
H (2.170, -1.477, 2.002)
H (0.654, -1.170, 1.169)

Computed properties:
Total energy in Eh: -425.473715
Spin multiplicity: 1